No. 1
92
Properties=species:S:1:pos:R:3 method="wB97M-V/def2-TZVPD" charge=+4 gap_ev=6.11 e_homo_ev=-15.726 largest_force_ev_per_a=6.6
N 0.13 0.16 -1.25
S -0.04 -0.72 0.06
O -1.37 -1.08 0.42
O 1.03 -0.67 1.00
F 0.40 -2.12 -0.65
S -0.59 1.62 -0.69
O -0.05 2.16 0.50
O -1.98 1.74 -0.97
F 0.14 2.45 -1.81
C -4.21 0.93 2.62
C -2.82 1.36 2.93
O -1.85 0.72 2.73
N -2.65 2.73 3.58
H -2.99 2.78 4.55
H -1.64 2.83 3.70
C -3.13 3.85 2.70
H -4.57 0.22 3.37
H -4.22 0.47 1.63
H -4.94 1.74 2.66
H -2.59 3.77 1.76
H -2.88 4.79 3.21
H -4.21 3.81 2.62
C -3.72 -1.04 -1.92
C -2.80 -1.89 -2.70
O -3.05 -2.90 -3.25
N -1.49 -1.21 -3.15
H -1.10 -0.55 -2.42
H -0.80 -1.97 -3.23
C -1.67 -0.49 -4.45
H -3.63 0.00 -2.28
H -3.58 -0.90 -0.85
H -4.74 -1.38 -2.08
H -0.80 0.14 -4.59
H -2.61 0.03 -4.50
H -1.73 -1.25 -5.23
C -2.98 4.61 -2.26
C -3.29 3.50 -3.22
O -2.48 2.83 -3.77
N -4.76 3.20 -3.44
H -4.87 2.30 -3.91
H -5.14 3.05 -2.50
C -5.47 4.34 -4.20
H -3.05 5.52 -2.87
H -1.98 4.46 -1.88
H -3.72 4.71 -1.46
H -4.96 4.38 -5.16
H -5.40 5.25 -3.63
H -6.48 3.97 -4.34
C 3.73 -0.73 -0.84
C 3.80 -0.52 -2.31
O 4.73 -0.50 -3.03
N 2.44 -0.10 -2.96
H 2.17 -0.83 -3.63
H 1.60 -0.08 -2.31
C 2.54 1.19 -3.72
H 3.45 -1.75 -0.55
H 3.01 -0.05 -0.39
H 4.65 -0.49 -0.31
H 1.56 1.51 -4.07
H 3.17 1.07 -4.59
H 2.96 1.90 -3.01
C 3.99 3.30 6.08
C 4.05 2.53 4.80
O 4.97 2.32 4.11
N 2.67 2.12 4.19
H 2.00 2.07 4.96
H 2.28 2.82 3.56
C 2.68 0.76 3.52
H 3.00 3.30 6.53
H 4.44 4.28 5.97
H 4.59 2.72 6.79
H 2.97 0.06 4.29
H 3.38 0.78 2.69
H 1.68 0.56 3.14
C 0.98 -6.24 -0.37
C 2.43 -6.47 -0.15
O 3.25 -6.67 -0.97
N 2.84 -6.55 1.28
H 2.75 -5.59 1.69
H 2.25 -7.18 1.82
C 4.31 -6.87 1.50
H 0.74 -6.03 -1.40
H 0.66 -5.35 0.19
H 0.39 -7.10 -0.05
H 4.58 -7.80 1.00
H 4.39 -6.96 2.58
H 4.87 -6.03 1.12
O 3.13 -2.13 2.27
C 3.05 -3.52 2.31
O 1.90 -4.03 2.21
O 4.12 -4.11 2.43
H 2.21 -1.85 2.26



No. 2
76
Properties=species:S:1:pos:R:3 method="wB97M-V/def2-TZVPD" charge=+1 gap_ev="7.84 / 3.34" multiplicity=2 e_homo_ev="-10.375 / -10.375" largest_force_ev_per_a=3.7
C -3.05 -3.11 -3.50
C -2.20 -3.81 -2.39
C -3.07 -5.10 -2.20
C -2.48 -6.28 -1.41
C -1.17 -6.64 -2.09
C -0.17 -5.39 -2.11
N -0.84 -4.18 -2.80
O -0.04 -3.04 -2.93
C 0.41 -5.05 -0.68
C 1.08 -5.76 -2.93
C -2.20 -3.05 -1.05
H -2.73 -2.07 -3.45
H -4.12 -2.99 -3.33
H -3.07 -3.55 -4.49
H -3.92 -4.71 -1.64
H -3.52 -5.38 -3.15
H -3.13 -7.15 -1.52
H -2.30 -5.95 -0.39
H -1.26 -6.97 -3.13
H -0.60 -7.44 -1.62
H 0.92 -4.08 -0.68
H -0.33 -5.09 0.12
H 1.23 -5.70 -0.36
H 0.94 -5.69 -4.00
H 1.96 -5.23 -2.56
H 1.37 -6.81 -2.80
H -3.24 -3.00 -0.72
H -1.71 -2.07 -1.02
H -1.67 -3.74 -0.40
H 0.18 -3.02 -3.87
C 3.45 1.58 1.03
O 4.49 1.00 0.21
H 2.62 0.89 1.14
H 3.67 1.60 2.10
H 3.15 2.61 0.81
H 5.32 1.39 0.48
C -0.64 -0.11 1.19
O -0.19 0.33 -0.07
H -1.40 0.62 1.47
H -1.16 -1.06 1.16
H 0.19 -0.24 1.88
H 0.37 1.08 0.12
C 1.76 2.78 -1.89
C 0.90 3.82 -1.09
C -0.37 4.42 -1.83
O -1.10 5.37 -1.01
C -2.36 5.90 -1.51
N 0.39 3.23 0.19
H 2.00 3.16 -2.88
H 1.07 2.00 -2.22
H 2.63 2.33 -1.40
H 1.61 4.56 -0.71
H -1.05 3.60 -2.06
H 0.12 4.88 -2.69
H -3.15 5.33 -1.01
H -2.48 6.03 -2.58
H -2.45 6.95 -1.24
H -0.14 3.95 0.66
H -0.31 2.55 -0.04
C 0.83 5.63 4.16
C 1.48 4.34 4.66
C 1.32 3.13 3.68
O 1.60 1.87 4.15
C 0.54 1.29 4.89
N 2.89 4.68 5.06
H 1.07 5.75 3.10
H 1.31 6.46 4.67
H -0.26 5.68 4.25
H 0.96 3.96 5.54
H 1.91 3.17 2.76
H 0.37 3.10 3.16
H 0.40 1.87 5.80
H 0.84 0.28 5.17
H -0.34 1.34 4.25
H 3.44 3.88 5.33
H 3.41 5.09 4.30



No. 3
78
Properties=species:S:1:pos:R:3 method="wB97M-V/def2-TZVPD" charge=0 gap_ev=9.27 smiles=COCCNCCOC.COCCNCCOC.COCCNCCOC.CO e_homo_ev=-8.517 largest_force_ev_per_a=2.8
C 7.36 13.18 7.96
O 6.62 12.31 8.85
C 6.69 12.65 10.22
C 5.76 11.77 10.94
N 6.01 11.88 12.35
C 5.35 10.91 13.19
C 6.13 9.62 13.10
O 5.66 8.83 12.01
C 6.09 7.42 12.09
H 7.20 12.95 6.89
H 8.44 13.15 8.17
H 7.00 14.22 8.12
H 6.46 13.72 10.39
H 7.72 12.47 10.59
H 5.99 10.76 10.62
H 4.69 11.95 10.64
H 5.65 12.77 12.64
H 4.28 10.80 12.94
H 5.42 11.33 14.22
H 5.93 9.11 14.06
H 7.22 9.73 13.06
H 5.74 7.05 13.05
H 7.18 7.28 11.92
H 5.62 6.89 11.26
C 10.55 5.83 12.14
O 9.59 6.61 12.79
C 9.65 6.50 14.20
C 8.90 7.65 14.82
N 8.73 7.40 16.26
C 8.13 8.58 16.91
C 7.88 8.20 18.39
O 7.00 7.17 18.50
C 6.81 6.76 19.88
H 10.48 4.77 12.48
H 11.59 6.21 12.33
H 10.41 5.87 11.06
H 10.69 6.56 14.56
H 9.20 5.57 14.62
H 7.99 7.76 14.22
H 9.44 8.59 14.73
H 8.12 6.61 16.45
H 7.17 8.80 16.43
H 8.80 9.45 16.89
H 7.54 9.09 18.97
H 8.89 7.88 18.73
H 6.40 5.77 19.98
H 6.19 7.47 20.47
H 7.79 6.77 20.36
C 11.83 11.32 13.12
O 11.13 10.91 11.94
C 10.51 9.67 12.16
C 9.77 9.31 10.94
N 10.68 9.28 9.72
C 9.95 9.35 8.48
C 9.34 7.98 8.18
O 8.28 7.68 9.06
C 7.09 8.38 8.64
H 12.35 12.26 12.93
H 12.57 10.60 13.49
H 11.09 11.45 13.91
H 9.82 9.71 13.04
H 11.26 8.89 12.37
H 8.91 9.97 10.80
H 9.39 8.31 11.15
H 11.31 10.07 9.81
H 10.60 9.57 7.61
H 9.22 10.17 8.38
H 10.07 7.21 8.37
H 9.08 7.91 7.12
H 6.37 8.28 9.47
H 6.57 7.99 7.75
H 7.33 9.45 8.51
C 8.43 11.96 14.76
O 8.45 12.86 13.67
H 9.24 12.27 15.41
H 7.53 12.06 15.34
H 8.63 10.93 14.46
H 7.87 12.43 13.05



No. 4
92
Properties=species:S:1:pos:R:3 method="wB97M-V/def2-TZVPD" charge=0 gap_ev=4.34 e_homo_ev=-6.268 largest_force_ev_per_a=6.4
Zn 20.33 2.56 7.71
Zn 17.82 1.49 10.54
C 19.41 -0.48 11.03
O 19.24 0.64 11.68
O 20.48 -1.12 10.93
O 18.67 -0.36 9.97
C 18.36 3.56 9.10
O 19.31 4.22 8.57
O 17.86 3.63 10.25
O 18.59 2.32 8.86
C 21.40 4.49 11.61
O 22.49 4.18 12.11
N 21.05 5.56 10.85
N 20.33 3.68 11.79
H 21.75 6.27 10.73
H 20.29 5.41 10.20
H 19.48 3.90 11.31
H 20.51 2.83 12.31
C 16.75 6.67 11.95
O 16.36 7.70 12.47
N 15.99 5.63 11.53
N 18.06 6.46 11.71
H 16.48 5.00 10.91
H 14.99 5.57 11.65
H 18.40 5.62 11.29
H 18.66 7.17 12.09
C 16.47 2.29 5.23
O 15.55 2.81 4.59
N 16.32 2.13 6.54
N 17.65 1.97 4.64
H 17.10 1.79 7.08
H 15.39 2.33 6.85
H 17.88 2.06 3.67
H 18.27 1.55 5.32
C 21.27 7.60 3.55
O 21.09 6.66 4.61
C 20.97 5.32 4.18
C 20.30 4.52 5.34
N 21.25 3.73 6.16
C 22.07 4.67 7.00
C 22.93 3.83 7.94
O 22.06 3.03 8.77
C 22.90 2.27 9.68
H 21.32 8.62 3.90
H 20.47 7.56 2.80
H 22.19 7.32 3.02
H 21.99 4.93 4.02
H 20.57 5.21 3.17
H 19.70 3.76 4.84
H 19.73 5.09 6.07
H 21.85 3.19 5.55
H 21.42 5.27 7.64
H 22.61 5.30 6.29
H 23.59 4.43 8.58
H 23.69 3.21 7.46
H 23.37 1.40 9.24
H 22.23 1.85 10.43
H 23.43 3.03 10.26
C 15.44 -0.72 11.69
C 15.20 0.66 11.10
C 15.54 1.77 12.14
O 16.97 1.93 12.34
C 17.06 2.69 13.52
N 15.88 1.08 9.87
H 15.27 -1.49 10.94
H 14.73 -0.85 12.50
H 16.50 -0.85 11.92
H 14.14 0.76 10.85
H 15.13 1.35 13.06
H 15.06 2.73 11.94
H 18.10 2.98 13.68
H 16.63 2.27 14.43
H 16.60 3.67 13.38
H 15.30 1.67 9.29
H 15.79 0.18 9.37
C 17.45 8.25 8.64
C 18.50 8.16 7.47
C 18.68 9.48 6.73
O 17.46 9.97 6.21
C 17.57 11.25 5.63
N 19.75 7.65 8.03
H 16.59 8.84 8.33
H 17.90 8.66 9.55
H 17.27 7.25 9.04
H 18.03 7.38 6.87
H 19.39 9.46 5.89
H 19.24 10.23 7.30
H 16.67 11.55 5.11
H 18.31 11.27 4.82
H 17.84 11.96 6.42
H 19.54 6.75 8.45
H 20.41 7.60 7.26